C36H27F3N4O4S2 | wB97M-V/def2-TZVPD

SMILES string: CO/C(=C1/N(c2ccccc2)N=C(c2ccccc2)N1c1ccccc1)c1ccccc1.O=C1c2ccccc2S(=O)(=O)N1SC(F)(F)F
LUMO level, eV: -0.6
HOMO level, eV: -5.98

Geometry as ORCA input:
```
! RIJCOSX wB97M-V def2-TZVPD def2/J DEFGRID3
* xyz 0 1
C -1.43081 3.10696 3.49670
O -0.67416 1.86951 3.36238
C -1.20547 0.65383 3.47653
C -2.66627 0.46167 3.56774
C -3.30011 -0.34504 2.61051
C -4.64541 -0.67399 2.74656
C -5.38805 -0.14533 3.80168
C -4.79141 0.74679 4.69411
C -3.43701 1.05439 4.58836
C -0.29299 -0.41613 3.52349
N -0.59157 -1.74834 3.46985
C -1.72095 -2.47992 3.89617
C -2.10586 -3.56581 3.10450
C -3.26178 -4.26955 3.44273
C -3.95772 -3.93762 4.61520
C -3.51276 -2.90050 5.44331
C -2.37198 -2.18045 5.09941
N 0.52704 -2.49866 3.17385
C 1.54299 -1.66077 3.18017
C 2.93082 -2.12128 3.22537
C 3.95679 -1.46354 3.94768
C 5.20706 -2.06334 4.10072
C 5.43517 -3.34625 3.58798
C 4.43559 -4.00100 2.85120
C 3.19206 -3.39666 2.66710
N 1.08780 -0.34582 3.33783
C 1.91474 0.80223 3.35716
C 1.81144 1.71918 4.39003
C 2.68248 2.81528 4.41988
C 3.63801 2.96678 3.40900
C 3.72614 2.03918 2.36779
C 2.84270 0.95647 2.33261
H -0.88650 3.83781 2.88528
H -2.46888 3.00358 3.13123
H -1.41053 3.41152 4.55452
H -2.68990 -0.75195 1.79996
H -5.09885 -1.35673 2.02937
H -6.43453 -0.43275 3.91236
H -5.37602 1.20522 5.49297
H -2.95077 1.72874 5.30159
H -1.52499 -3.80084 2.20922
H -3.61250 -5.06397 2.77846
H -4.86012 -4.49711 4.88400
H -4.07157 -2.65268 6.35188
H -1.99615 -1.36867 5.72134
H 3.76844 -0.48058 4.37868
H 5.99377 -1.52251 4.63038
H 6.39650 -3.83544 3.76292
H 4.62843 -4.98684 2.42235
H 2.40075 -3.89656 2.10657
H 1.06343 1.57693 5.16995
H 2.59859 3.54068 5.23000
H 4.31138 3.82724 3.42978
H 4.47353 2.15091 1.58029
H 2.88200 0.22749 1.52152
F 0.77105 1.57648 -0.00762
C -0.42214 0.92653 -0.20989
F -0.70494 0.94631 -1.52901
F -0.24884 -0.38114 0.19440
S -1.68612 1.74692 0.77572
N -2.90582 2.12655 -0.51956
C -2.87239 3.24493 -1.39447
O -1.90897 3.97793 -1.55637
C -4.21220 3.29342 -2.03097
C -5.12491 2.43386 -1.45357
C -6.45279 2.33622 -1.87180
C -6.88291 3.20064 -2.88678
C -5.98011 4.11387 -3.46360
C -4.64016 4.14639 -3.06077
S -4.46484 1.60999 -0.05296
O -4.54527 0.17971 -0.16526
O -4.83483 2.26366 1.17501
H -7.09848 1.59505 -1.40447
H -7.92069 3.16497 -3.22409
H -6.34391 4.79782 -4.23693
H -3.90764 4.81145 -3.51551
*
```

***

C5H6O | wB97M-V/def2-TZVPD

LUMO level, eV: 0.6
HOMO level, eV: -8.32

Geometry as ORCA input:
```
! RIJCOSX wB97M-V def2-TZVPD def2/J DEFGRID3
* xyz 0 1
C 1.31851 -1.55906 -1.82222
C 0.62940 -0.82948 -0.76034
C 0.01483 -0.23492 0.09938
C -1.02169 0.22056 1.00464
C -0.42734 1.73901 1.80521
O -1.35059 1.58248 0.77052
H 0.74288 -1.47342 -2.75028
H 2.31886 -1.15762 -2.01291
H 1.41008 -2.62265 -1.57950
H -0.43044 0.58477 2.22946
H 0.57662 2.02856 1.49627
H -0.84923 2.26895 2.66258
*
```

***

C7H6INO | wB97M-V/def2-TZVPD

LUMO level, eV: 0.2
HOMO level, eV: -8.63

Geometry as ORCA input:
```
! RIJCOSX wB97M-V def2-TZVPD def2/J DEFGRID3
* xyz 0 1
C 1.60005 0.83028 0.02999
C 1.04320 0.38003 1.20244
C 1.02331 0.50913 -1.19506
C -0.04972 -0.43719 1.17808
C -0.21231 -0.19453 -1.21803
C -0.68918 -0.72354 -0.01859
C -1.87654 -1.49829 0.03037
N -2.81274 -2.16632 -0.07814
O -3.41534 1.03884 0.00154
I -4.96961 0.02736 0.15453
H 2.42300 1.37135 0.14638
H 1.38134 0.57923 2.10283
H 1.59956 0.95701 -1.96761
H -0.39445 -0.77963 2.04537
H -0.89049 -0.46919 -1.99072
H -4.48122 -1.45341 -0.48030
*
```